{
  "formula": "C28H47BIrN7O4S4Si",
  "method": "ωB97M-V/def2-TZVPD",
  "elements": ["Ir", "C", "S", "C", "S", "N", "N", "C", "C", "C", "C", "C", "C", "N", "H", "H", "H", "H", "H", "H", "H", "H", "C", "N", "C", "C", "N", "B", "N", "C", "C", "N", "C", "C", "S", "C", "S", "H", "H", "H", "H", "H", "H", "H", "H", "H", "H", "H", "H", "C", "C", "C", "C", "O", "Si", "O", "O", "C", "C", "C", "C", "O", "C", "C", "C", "C", "H", "H", "H", "H", "H", "H", "H", "H", "H", "H", "H", "H", "H", "H", "H", "H", "H", "H", "H", "H", "H", "H", "H", "H", "H", "H", "H"],
  "xyz": [[0.54515, -0.64323, 0.72592], [4.72101, -2.23363, -1.93603], [5.03704, -1.51449, -0.30959], [3.48322, -0.92071, 0.18706], [2.13736, -0.96603, -0.92800], [3.47470, -0.37090, 1.36766], [2.21718, 0.04316, 1.74146], [2.10417, 1.04108, 2.53571], [0.75076, 1.34283, 3.00458], [0.49178, 2.29362, 3.97935], [-0.81114, 2.44858, 4.42721], [-1.80414, 1.64694, 3.89154], [-1.47119, 0.73472, 2.90264], [-0.22545, 0.58230, 2.47281], [5.70592, -2.37891, -2.37442], [4.15609, -1.55747, -2.57173], [4.21038, -3.18912, -1.84683], [2.97401, 1.60211, 2.85873], [1.30108, 2.89293, 4.37298], [-1.04407, 3.18225, 5.18661], [-2.82994, 1.72535, 4.22138], [-2.21990, 0.09550, 2.45053], [-3.24001, -3.76139, -1.22567], [-1.98607, -4.16086, -0.61215], [-1.60831, -5.45292, -0.31252], [-0.38577, -5.38189, 0.25031], [-0.00826, -4.05137, 0.29570], [1.33471, -3.57575, 0.90000], [1.44440, -3.94100, 2.36978], [2.34587, -4.77129, 3.00758], [2.13467, -4.65314, 4.33680], [1.11752, -3.73027, 4.50763], [0.61101, -3.23041, 5.77235], [0.71895, -3.30332, 3.29430], [-0.47667, -2.14625, 2.94862], [-1.00359, -3.31697, -0.23546], [-1.15929, -1.62720, -0.56872], [-3.91349, -4.61338, -1.21151], [-3.07687, -3.44032, -2.25388], [-3.67476, -2.93848, -0.66136], [-2.23926, -6.29455, -0.53266], [0.25222, -6.16182, 0.62470], [2.30121, -3.94307, 0.29746], [1.24592, -2.31897, 0.82859], [3.05379, -5.36769, 2.46186], [2.60355, -5.14232, 5.17098], [1.14073, -3.73254, 6.57664], [-0.45573, -3.42898, 5.85658], [0.77644, -2.15578, 5.83652], [-2.11535, 3.70591, 0.71654], [-2.66434, 2.92424, -0.47005], [-3.24699, 1.57982, -0.03697], [-3.72259, 3.74932, -1.19035], [-1.60248, 2.73523, -1.40332], [-0.32849, 1.71378, -1.51576], [0.14776, 1.08465, -0.09381], [0.85984, 2.58656, -2.19382], [1.82783, 3.47295, -1.63324], [2.34065, 4.31707, -2.79144], [2.96077, 2.65739, -1.01643], [1.17077, 4.35653, -0.57730], [-0.65180, 0.43973, -2.47119], [-1.17822, 0.33542, -3.80304], [-0.68389, -1.00166, -4.33957], [-2.70011, 0.34917, -3.72277], [-0.67842, 1.47872, -4.67625], [-2.87958, 3.83487, 1.48507], [-1.78146, 4.69156, 0.38973], [-1.26151, 3.18544, 1.14428], [-3.98504, 1.71769, 0.75558], [-2.45805, 0.91723, 0.32470], [-3.73268, 1.08648, -0.87718], [-4.52884, 4.02138, -0.50758], [-4.14690, 3.18607, -2.02207], [-3.27616, 4.66153, -1.58628], [2.73951, 3.67090, -3.57354], [3.12897, 4.99236, -2.45741], [1.52919, 4.90730, -3.21712], [3.40837, 2.00210, -1.76487], [2.57493, 2.03231, -0.20600], [3.73198, 3.31709, -0.61686], [0.29933, 4.86004, -0.99601], [1.87490, 5.11006, -0.22174], [0.84373, 3.75616, 0.27605], [-0.97967, -1.80425, -3.66217], [0.40443, -1.00139, -4.41194], [-1.10116, -1.19834, -5.32747], [-3.04869, -0.44892, -3.06382], [-3.13485, 0.20241, -4.71226], [-3.04895, 1.30451, -3.33068], [0.41072, 1.51396, -4.67562], [-1.04500, 2.43886, -4.30834], [-1.02936, 1.34276, -5.69978]],
  "spin_multiplicity": 2,
  "charge": 1,
  "gap_ev": [6.90, 5.72],
  "total_energy_ha": -3790.911795,
  "lumo_ha": [-0.131, -0.172]
}

***

{
  "formula": "C28H21ClN7O5S2V",
  "method": "ωB97M-V/def2-TZVPD",
  "elements": ["V", "N", "C", "C", "C", "C", "C", "C", "S", "O", "O", "N", "C", "N", "C", "C", "C", "N", "H", "H", "H", "H", "H", "H", "H", "H", "H", "O", "C", "O", "C", "C", "C", "C", "C", "C", "S", "H", "H", "H", "H", "N", "C", "O", "C", "C", "N", "C", "N", "H", "H", "Cl", "C", "C", "C", "C", "C", "C", "C", "H", "H", "H", "H", "H", "H"],
  "xyz": [[-0.33480, -0.17344, -0.53461], [2.92589, 2.27255, 6.79238], [2.08692, 1.84378, 5.79316], [1.76743, 2.69209, 4.72418], [0.89406, 2.27868, 3.74294], [0.33108, 1.00925, 3.81690], [0.63553, 0.15601, 4.86957], [1.50472, 0.57209, 5.85515], [-0.73146, 0.47377, 2.56018], [-1.49105, -0.65367, 3.00761], [-1.37393, 1.61558, 1.98897], [0.25681, -0.14067, 1.32413], [1.62107, -0.14912, 1.19365], [1.89297, -0.32738, -0.11598], [3.15982, -0.36707, -0.49252], [4.17326, -0.24813, 0.44171], [3.78565, -0.08768, 1.76453], [2.51644, -0.03890, 2.16131], [3.48356, 3.09266, 6.63929], [3.30219, 1.59701, 7.43200], [2.20207, 3.68339, 4.68139], [0.63562, 2.93377, 2.92106], [0.18076, -0.82413, 4.91084], [1.73451, -0.08076, 6.68831], [3.35752, -0.49209, -1.55072], [5.21225, -0.28382, 0.15318], [4.52963, 0.00506, 2.54797], [-0.09677, -0.24802, -4.43743], [-0.09226, 0.46855, -3.48485], [-0.16612, -0.09958, -2.22444], [-0.04062, 1.93538, -3.44708], [-0.21321, 2.56944, -4.68338], [-0.18528, 3.94091, -4.78686], [0.02387, 4.69433, -3.63366], [0.19808, 4.08156, -2.41071], [0.17046, 2.68572, -2.27972], [0.44681, 2.10716, -0.63932], [-0.37126, 1.94701, -5.55392], [-0.32740, 4.42336, -5.74370], [0.04550, 5.77523, -3.69023], [0.35093, 4.68113, -1.52285], [-3.40027, -1.24665, -1.76212], [-3.26708, -0.69939, -0.54186], [-2.02651, -0.27929, -0.27297], [-4.29343, -0.52286, 0.34051], [-5.55420, -1.05800, -0.06778], [-6.52244, -1.55329, -0.44589], [-4.23048, 0.17381, 1.58082], [-4.28669, 0.74243, 2.57786], [-4.28592, -1.64792, -2.02725], [-2.57901, -1.54243, -2.26507], [-1.32409, -5.59181, -5.19744], [-0.94696, -4.64269, -3.79204], [-1.75179, -4.73408, -2.67013], [-1.44731, -3.96191, -1.55771], [-0.34838, -3.10169, -1.54877], [-0.03121, -2.30257, -0.33654], [0.44809, -3.04513, -2.69326], [0.15708, -3.80343, -3.81138], [-2.60082, -5.40363, -2.66541], [-2.06962, -4.03913, -0.67361], [0.99680, -2.42638, -0.02010], [-0.70504, -2.52214, 0.49019], [1.29910, -2.37571, -2.71864], [0.76893, -3.73714, -4.69983]],
  "spin_multiplicity": 1,
  "gap_ev": [6.40, 6.41],
  "total_energy_ha": -4039.685057,
  "lumo_ha": [-0.067, -0.067]
}

***

{
  "formula": "C2H4FNOS",
  "method": "ωB97M-V/def2-TZVPD",
  "elements": ["C", "N", "C", "O", "H", "H", "H", "F", "S", "H"],
  "xyz": [[-1.47467, 0.55636, 0.76687], [-0.21140, 0.84617, 0.24206], [0.61895, 1.62617, 0.56775], [1.55792, 2.28743, 0.64028], [-1.37520, -0.26922, 1.51639], [-1.73345, 1.58970, 1.26055], [-2.23398, 0.19026, 0.02855], [1.61939, -3.15842, -0.83965], [1.42069, -2.44585, -2.34464], [1.81176, -1.22260, -1.83815]],
  "spin_multiplicity": 1,
  "smiles": "CN=C=O.FS",
  "gap_ev": 9.67,
  "total_energy_ha": -706.592758,
  "lumo_ha": -0.006
}

***

In order of appearance, ΔE to the lowest compared entry with this formula, charge and spin = 29.0, 0.0, 29.3 kcal/mol.